[1]
ORCA calculation (ωB97M-V/def2-TZVPD) on an isolated ion of composition C9H13IN2O4P and charge +1 in a non-equilibrium geometry.

## Properties
**HOMO level**: -0.4497 hartree
**LUMO level**: -4.68 eV
**Calculated total energy**: -1400.09343 a.u.
**Kohn-Sham gap**: 7.561 eV

Structure (ORCA input):
```
! wB97M-V def2-TZVPD RIJCOSX def2/J DEFGRID3
* xyz 1 1
I 3.6042 1.8841 -1.0914
P 0.9096 1.8424 1.3412
O -1.2800 -0.8652 -2.1793
O -1.8594 1.2726 -2.1275
O 0.6743 1.2515 2.8008
O -0.5162 2.3803 0.8269
N 2.5491 -0.8065 -1.3226
N 1.9990 2.9195 1.3685
C 2.3136 0.3141 -0.6249
C -2.5306 -0.1407 -0.2932
C 1.2715 0.3607 0.3090
C 0.4630 -0.7963 0.4354
C -0.7544 -0.8908 1.3196
C -1.9991 -1.3274 0.4975
C -1.8323 0.0266 -1.6114
C 0.7682 -1.9431 -0.3099
C 1.8193 -1.9259 -1.1815
H -1.0336 1.4192 -2.6066
H -2.7629 -1.6186 1.2100
H -0.6658 2.1361 -0.0969
H -3.5958 -0.2223 -0.5029
H -0.5649 -1.6768 2.0489
H 3.3105 -0.7987 -1.9912
H 2.0778 -2.7669 -1.7997
H 1.0166 0.3519 2.8788
H -1.7859 -2.1724 -0.1416
H -2.4258 0.7819 0.2687
H 1.6717 3.8114 1.0207
H 0.1801 -2.8389 -0.2397
H -1.0218 0.0380 1.7945
*
```

---

[2]
ORCA calculation (ωB97M-V/def2-TZVPD) on a 2-piece molecular cluster, C9H13IN4O10PS overall in a non-equilibrium geometry.

## Properties
**HOMO level**: -0.1037 hartree
**LUMO level**: 0.09 eV
**Calculated total energy**: -2359.30484 a.u.
**Kohn-Sham gap**: 2.908 eV

Structure (ORCA input):
```
! wB97M-V def2-TZVPD RIJCOSX def2/J DEFGRID3
* xyz -1 1
I -5.7923 -2.0066 0.9336
S 3.1763 2.8682 2.7823
P -1.2398 2.7167 0.1786
O 3.6863 3.9433 1.8976
O 2.4573 3.4599 3.9271
O -0.0674 3.7106 0.5775
O 1.5194 2.3037 -1.1376
O 0.9229 3.2550 -2.9804
O -2.2571 2.4732 1.2293
O 2.5587 -0.2879 -1.8902
O -2.0132 3.2289 -1.1802
O 4.2829 2.0143 3.2492
O 2.2166 2.0309 1.9839
N -1.1970 0.0534 -0.0348
N 1.7229 2.5211 -2.5803
N -0.6890 -1.1189 -0.3862
N 1.6824 -3.0069 0.9294
C -3.9118 -1.3308 0.0617
C 1.0024 -2.6016 -1.4059
C -0.4653 1.0948 -0.3141
C 0.5166 -1.2034 -0.9957
C 1.3666 -0.1387 -1.2861
C -2.7076 -1.9249 0.8288
C 0.8356 1.1639 -0.9146
C 1.7821 -3.2987 -0.2994
C -1.5099 -2.2947 -0.0716
H 2.3417 -3.6138 1.4181
H 3.2080 0.1962 -1.3564
H 2.5003 -4.0694 -0.6292
H -2.3573 4.1160 -1.0190
H -2.4272 -1.2540 1.6501
H 0.1956 -3.2166 -1.8259
H -0.9069 -3.0285 0.4759
H -1.9056 -2.7631 -0.9846
H -3.9492 -1.5915 -0.9989
H 0.6665 3.1551 0.9190
H 1.7101 -2.4523 -2.2353
H -3.0423 -2.8610 1.2999
H -3.9124 -0.2420 0.1840
*
```